[1]
CF3O3STl as an isolated structure at a distorted geometry, computed with ωB97M-V/def2-TZVPD.

ORCA input file:
```
! RIJCOSX wB97M-V def2-TZVPD def2/J DEFGRID3
* xyz 2 1
Tl -5.74238 -0.38390 1.80853
C 1.04422 -0.07323 -1.12264
F 0.58954 0.83583 -1.92598
F 0.65445 -1.24092 -1.54322
F 2.40453 0.05295 -1.10437
S 0.36931 0.18199 0.66946
O -0.97082 -0.39219 0.65392
O 1.23854 -0.61416 1.51293
O 0.41260 1.63362 1.05136
*
```

Values from the calculation:
orbital gap: 4.787 eV
electronic energy: -1133.108790 Ha
relative energy (zero: lowest compared OMol25 entry of this formula, charge and spin): 2.123 eV
molecular weight: 353.452 g/mol

[2]
A 6-piece molecular cluster, C22H58N6O6PS overall at a distorted geometry, computed with ωB97M-V/def2-TZVPD.

ORCA input file:
```
! RIJCOSX wB97M-V def2-TZVPD def2/J DEFGRID3
* xyz -1 1
O -2.59859 -1.68740 2.18406
P -1.18845 -1.23181 1.77550
C -0.26556 -0.80753 3.32519
N -0.09322 -2.14272 4.01955
C 0.38010 -1.90597 5.09735
S 1.08945 -2.12465 6.54939
H -0.52191 -2.38086 1.20282
H -1.19071 -0.12726 0.85496
H 0.72165 -0.42039 2.94638
C -4.55556 -5.04635 -1.37375
C -4.45031 -3.72154 -0.62118
C -4.54778 -2.48558 -1.53482
O -3.36856 -2.20746 -2.27781
C -3.21064 -2.97458 -3.45541
N -3.21434 -3.71733 0.16243
H -3.63417 -5.30380 -1.89784
H -4.75988 -5.86039 -0.67514
H -5.37058 -5.02259 -2.10428
H -5.29397 -3.67758 0.07550
H -4.70231 -1.61039 -0.89816
H -5.41949 -2.54434 -2.20159
H -4.16687 -3.18790 -3.94281
H -2.68068 -3.90352 -3.23266
H -2.58918 -2.40006 -4.14583
H -3.18300 -2.87097 0.73951
H -2.44655 -3.58066 -0.49359
C 1.90144 0.65062 -3.89562
C 0.76141 -0.08066 -3.19289
C 0.77293 -1.60233 -3.41913
O 0.30639 -2.01222 -4.69892
C 1.26676 -1.92414 -5.73515
N -0.51342 0.51764 -3.60666
H 1.72969 0.76244 -4.96717
H 2.01190 1.65688 -3.48669
H 2.85109 0.12799 -3.75330
H 0.88251 0.08852 -2.11865
H 0.08221 -2.05219 -2.70009
H 1.76108 -2.03327 -3.21282
H 2.27690 -2.14871 -5.38083
H 1.23580 -0.93531 -6.19815
H 0.99900 -2.65273 -6.50266
H -1.26472 0.09531 -3.06361
H -0.69927 0.20558 -4.55822
C 1.41789 -7.85968 -8.10733
C 2.07258 -6.81097 -9.00104
C 3.19044 -6.01592 -8.30210
O 2.73085 -5.02351 -7.39902
C 2.37299 -5.51021 -6.11565
N 1.03052 -5.92564 -9.53458
H 0.72192 -7.42311 -7.39052
H 0.84630 -8.56626 -8.71229
H 2.16887 -8.42836 -7.55306
H 2.52968 -7.34251 -9.84202
H 3.74719 -5.47259 -9.07180
H 3.91000 -6.68252 -7.80985
H 3.00780 -6.34173 -5.79761
H 1.32259 -5.80711 -6.10471
H 2.48952 -4.69336 -5.40248
H 1.45416 -5.28921 -10.20583
H 0.73559 -5.31353 -8.77569
C -0.49151 5.54477 4.48718
C -0.86156 4.97721 3.12084
C -1.29229 3.49954 3.16293
O -0.22509 2.58201 3.30531
C 0.23636 2.41171 4.63420
N 0.26289 5.18594 2.19897
H 0.49328 5.21867 4.82397
H -0.46707 6.63435 4.45055
H -1.22476 5.25583 5.24377
H -1.71560 5.55492 2.75131
H -1.75756 3.25740 2.20191
H -2.05671 3.32546 3.93066
H -0.57367 2.48524 5.36501
H 1.01991 3.14308 4.85581
H 0.67958 1.41883 4.70975
H -0.02176 4.89534 1.26645
H 0.98582 4.51367 2.45039
C 0.85107 5.74808 8.27979
C 1.48665 6.77366 7.34655
C 2.61826 7.58577 8.00194
O 2.17699 8.60255 8.89102
C 1.84668 8.14752 10.19069
N 0.43343 7.64447 6.81243
H 0.16941 6.20299 8.99974
H 0.26766 5.02647 7.70464
H 1.61346 5.19334 8.83267
H 1.92621 6.22091 6.51029
H 3.15885 8.10941 7.20784
H 3.34783 6.93154 8.49586
H 2.48958 7.32400 10.51354
H 0.79720 7.84946 10.23484
H 1.97994 8.98237 10.88098
H 0.84362 8.26309 6.11614
H 0.15342 8.27678 7.56041
*
```

Values from the calculation:
orbital gap: 5.426 eV
electronic energy: -2392.401720 Ha
molecular weight: 565.783 g/mol

[3]
An isolated ion of composition C5H4N3O and charge +1 at a distorted geometry, computed with ωB97M-V/def2-TZVPD.

ORCA input file:
```
! RIJCOSX wB97M-V def2-TZVPD def2/J DEFGRID3
* xyz 1 1
C 1.31124 -2.08989 0.84305
C 0.30230 0.98635 0.00620
C -0.58402 2.06336 -0.33552
C -0.33894 -0.19023 0.22737
C -2.53401 0.80688 -0.17387
N -1.85086 1.94917 -0.44384
N 0.46913 -1.42575 0.42722
N -1.65214 -0.32540 0.19789
O -3.69755 0.61093 -0.21188
H 2.04503 -2.77479 1.20319
H 1.36919 1.11211 0.00830
H -0.15805 3.02919 -0.57628
H -2.13752 -1.20266 0.34988
*
```

Values from the calculation:
SMILES string: C#[N+]c1ccnc(=O)[nH]1
orbital gap: 7.595 eV
electronic energy: -432.089252 Ha
relative energy (zero: lowest compared OMol25 entry of this formula, charge and spin): 0.885 eV
molecular weight: 122.107 g/mol